{
  "formula": "C9H19Be3F4N2O5S2",
  "method": "ωB97M-V with the def2-TZVPD basis set",
  "symbols": ["Be", "Be", "Be", "F", "F", "N", "S", "O", "O", "F", "S", "O", "O", "F", "C", "C", "C", "C", "C", "C", "N", "O", "C", "C", "C", "H", "H", "H", "H", "H", "H", "H", "H", "H", "H", "H", "H", "H", "H", "H", "H", "H", "H", "H"],
  "positions_angstrom": [[-1.315, 4.059, -3.954], [-1.147, 0.522, -1.086], [-2.122, 4.193, 0.259], [-2.882, 4.766, -2.041], [-0.876, 2.828, -1.716], [0.069, 2.313, -4.695], [1.395, 1.727, -3.842], [2.692, 1.516, -4.482], [1.082, 0.736, -2.762], [1.685, 3.061, -2.872], [0.232, 1.263, -5.823], [-0.076, -0.119, -5.405], [1.020, 1.601, -6.990], [-1.219, 1.570, -6.351], [1.442, 0.853, 0.366], [0.961, -0.157, 1.439], [0.316, 0.736, 2.615], [-0.841, 0.000, 3.447], [-1.680, -1.008, 2.551], [-0.876, -1.940, 1.539], [-0.062, -1.053, 0.816], [0.521, -1.618, -0.365], [-0.106, -3.170, 2.126], [-2.028, -2.501, 0.585], [2.117, -0.933, 2.085], [0.701, 1.549, -0.028], [2.012, 0.426, -0.458], [2.175, 1.546, 0.778], [1.037, 0.927, 3.410], [0.002, 1.720, 2.267], [-1.349, 0.832, 3.935], [-0.301, -0.411, 4.300], [-2.538, -0.511, 2.099], [-2.274, -1.621, 3.228], [0.810, -2.862, 2.630], [-0.568, -3.590, 3.020], [0.306, -3.914, 1.444], [-2.680, -1.850, 0.003], [-1.627, -3.264, -0.083], [-2.748, -2.995, 1.237], [2.977, -0.278, 2.230], [2.495, -1.764, 1.489], [1.890, -1.279, 3.093], [1.376, -1.907, -0.039]],
  "mulliken_spin": [0.008, -0.047, 0.883, 0.033, 0.037, 0.004, 0.003, -0.001, -0.002, 0.000, -0.001, 0.001, 0.000, 0.000, -0.046, -0.025, -0.013, -0.002, 0.004, -0.011, 0.095, -0.003, 0.009, -0.003, 0.008, 0.028, 0.000, 0.001, 0.000, 0.042, -0.001, 0.000, 0.000, 0.001, -0.001, 0.001, 0.000, -0.002, -0.002, 0.001, -0.003, 0.002, 0.000, 0.002],
  "e_tot_ha": -2078.96895,
  "e_lumo_ev": [-10.653, -10.744],
  "mol_weight_g_mol": 402.42,
  "s_squared": 0.76,
  "charge": 2,
  "spin_multiplicity": 2
}